Density functional theory data (ωB97M-V with the def2-TZVPD basis set) for a cluster of 2 separate species, C3H8NO in total in a non-equilibrium geometry.

Last column: natural (NBO) charge in e.
Cartesian coordinates (Å):
C (0.56872, -0.81578, 2.70820)  0.1668
N (-0.33649, -0.28900, 1.99101)  -0.5825
H (1.34662, -1.44358, 2.27240)  0.2400
H (0.36356, -0.91392, 3.77336)  0.2389
H (-0.57012, -0.63051, 1.04650)  0.4773
H (-1.10491, 0.29305, 2.31766)  0.4437
O (-1.16734, -0.52156, -1.00300)  -0.5920
C (-0.87329, 0.30201, -1.83252)  0.4829
C (0.54822, 0.70191, -2.14319)  -0.7403
H (-1.56145, 0.82309, -2.49997)  0.1326
H (0.77215, 1.74081, -1.85649)  0.2517
H (0.77386, 0.65700, -3.22345)  0.2617
H (1.24046, 0.09648, -1.55050)  0.2192

Relative energy (zero: lowest compared OMol25 entry of this formula, charge and spin)   1.139 eV
Net charge   +1
HOMO energy   -13.83 eV